Below is a structure of composition C27H37Ge2N3OPdSSi, with properties calculated with ωB97M-V/def2-TZVPD.

Computed properties:
Lowest unoccupied orbital energy (spin up / spin down) in hartree: -0.0854 / -0.0949
Energy above the lowest of the compared OMol25 structures with the same formula, charge and spin in kcal per mole: 0.0
DFT total energy in eV: -170340.70397
Highest occupied orbital energy (spin up / spin down) in eV: -10.34 / -10.70
Max |F| in eV/Å: 0.490
Frontier orbital gap (spin up / spin down) in eV: 8.02 / 8.11

ORCA input file:
```
! RIJCOSX wB97M-V def2-TZVPD def2/J DEFGRID3
* xyz 1 2
Pd 0.85020 -0.97601 -0.38592
C 0.82189 -5.82788 -1.84202
N 0.36657 -4.68023 -2.61216
C -0.49827 -4.72031 -3.68980
C -0.67246 -3.45837 -4.10879
N 0.09681 -2.64214 -3.27929
C 0.73656 -3.41058 -2.35609
S 1.84030 -2.97046 -1.15041
C 0.24719 -1.25081 -3.50238
C 0.43365 -0.80442 -4.80354
C 0.49593 0.55790 -5.02852
C 0.37896 1.42218 -3.95066
C 0.22235 0.88292 -2.68793
N 0.15395 -0.43398 -2.46104
H 0.26428 -6.70113 -2.16829
H 0.64506 -5.64649 -0.78420
H 1.88609 -5.99052 -2.00039
H -0.92282 -5.64223 -4.04362
H -1.28358 -3.05059 -4.89233
H 0.54115 -1.51651 -5.60935
H 0.64231 0.93739 -6.03058
H 0.41954 2.49462 -4.07645
H 0.14377 1.51380 -1.81063
C 2.70852 2.98370 3.95750
Ge 1.12288 1.84415 3.73773
C 1.38534 0.15844 4.70364
C -0.44829 2.79357 4.41055
Ge 1.17651 1.63565 1.33188
C 2.63795 0.50426 0.65734
C 3.08814 -0.58524 1.41511
C 4.16169 -1.35778 0.98292
C 4.79496 -1.05134 -0.21046
C 4.35512 0.01981 -0.98047
C 3.28544 0.78896 -0.55532
C 1.31665 3.36921 0.45522
C 2.55827 4.00686 0.42466
C 2.69011 5.27045 -0.13315
C 1.58058 5.91251 -0.66505
C 0.34150 5.28913 -0.64019
C 0.21097 4.02467 -0.08032
H 2.88025 3.20366 5.01172
H 2.57929 3.92704 3.42630
H 3.59904 2.48581 3.56950
H 1.12177 0.32632 5.74901
H 2.42953 -0.14691 4.66242
H 0.76167 -0.64716 4.32333
H -0.24065 3.08002 5.44232
H -1.34551 2.17441 4.40194
H -0.63918 3.69777 3.83353
H 2.61777 -0.81666 2.36351
H 4.50350 -2.19104 1.58306
H 5.63296 -1.64902 -0.54430
H 4.85264 0.25531 -1.91241
H 2.95718 1.63024 -1.15543
H 3.43425 3.51640 0.83363
H 3.65885 5.75284 -0.15122
H 1.68113 6.90045 -1.09497
H -0.52516 5.79079 -1.05135
H -0.76312 3.54887 -0.06623
C -2.73278 2.00752 1.39878
Si -1.80974 0.44792 0.97789
C -1.69286 -0.68064 2.45688
C -2.63460 -0.43026 -0.43866
O -0.24863 0.82008 0.48763
H -3.69087 1.74403 1.85489
H -2.95017 2.60467 0.51061
H -2.19389 2.64014 2.10617
H -2.68138 -1.08276 2.69466
H -1.31965 -0.17909 3.35048
H -1.03511 -1.52918 2.24747
H -3.67021 -0.66881 -0.18640
H -2.11957 -1.36527 -0.67314
H -2.64335 0.18423 -1.34130
*
```

***

Below is a cluster of 11 separate species, C43H86O13 in total at a distorted geometry, with properties calculated with ωB97M-V/def2-TZVPD.

Computed properties:
Lowest unoccupied orbital energy in hartree: 0.0044
Energy above the lowest of the compared OMol25 structures with the same formula, charge and spin in kcal per mole: 69.2
SMILES: COC(=O)OC.C1CCOC1.C1CCOC1.C1CCOC1.C1CCOC1.C1CCOC1.C1CCOC1.C1CCOC1.C1CCOC1.C1CCOC1.C1CCOC1
DFT total energy in eV: -72594.43195
Highest occupied orbital energy in eV: -9.49
Max |F| in eV/Å: 2.882
Frontier orbital gap in eV: 9.61

ORCA input file:
```
! RIJCOSX wB97M-V def2-TZVPD def2/J DEFGRID3
* xyz 0 1
C -6.52412 -1.28247 -3.97462
O -6.41909 -2.71434 -4.19480
C -6.52806 -3.49483 -3.10024
O -6.74174 -3.16047 -1.94696
O -6.34504 -4.77656 -3.51477
C -6.25590 -5.81011 -2.59553
H -6.04020 -0.95434 -3.05469
H -7.59038 -1.05712 -3.99432
H -5.94597 -0.84443 -4.78823
H -6.09429 -6.80298 -3.01527
H -7.10946 -5.82605 -1.91782
H -5.39684 -5.73470 -1.92888
C -2.80157 7.93745 1.96551
C -1.52577 7.87496 2.83093
C -0.84567 9.18907 2.51843
O -1.72751 9.89101 1.63484
C -2.41951 8.96171 0.91537
H -3.60799 8.38128 2.54930
H -3.20202 7.02734 1.51891
H -0.97864 6.97837 2.53957
H -1.61794 7.83102 3.91614
H 0.06373 8.97872 1.95553
H -0.55800 9.82548 3.35528
H -1.83330 8.53190 0.10313
H -3.26949 9.44909 0.43779
C -0.74683 0.55549 -8.97791
C 0.54486 1.22157 -9.37536
C 1.68986 0.30632 -8.91268
O 0.96974 -0.80653 -8.43784
C -0.28021 -0.38786 -7.88295
H -1.26416 0.09352 -9.81877
H -1.56099 1.19893 -8.64439
H 0.72417 2.13331 -8.80554
H 0.72686 1.53971 -10.40188
H 2.30799 0.68010 -8.09642
H 2.35493 -0.04637 -9.70097
H -0.09781 -0.00298 -6.87961
H -1.03516 -1.15832 -7.72627
C -0.06895 -8.52517 -3.83432
C 1.06016 -8.41701 -4.84594
C 2.25376 -9.00602 -4.11784
O 2.00688 -8.52355 -2.81540
C 0.62925 -7.97275 -2.62292
H -0.36680 -9.55450 -3.63463
H -0.90889 -7.91855 -4.17284
H 1.26509 -7.40089 -5.18300
H 0.73670 -9.02782 -5.68881
H 3.21493 -8.58840 -4.41760
H 2.30439 -10.09452 -4.14468
H 0.63633 -6.89062 -2.75343
H 0.17322 -8.12336 -1.64443
C -8.96820 3.40328 2.00466
C -9.53283 4.79703 2.34603
C -11.03485 4.54910 2.49856
O -11.28079 3.66317 1.42958
C -10.15629 2.72486 1.37476
H -8.61821 2.75966 2.81174
H -8.15245 3.42571 1.28207
H -9.34745 5.51444 1.54662
H -8.93332 5.07984 3.21131
H -11.58673 5.48055 2.37225
H -11.32909 4.08495 3.43988
H -10.10449 2.53893 0.30199
H -10.36180 1.79213 1.90002
C 8.08863 2.98851 4.13060
C 8.31587 4.46731 3.62766
C 7.34548 5.26743 4.53697
O 7.45775 4.55447 5.78708
C 8.02916 3.23461 5.65859
H 8.85202 2.28127 3.80633
H 7.17900 2.60104 3.67177
H 8.06401 4.63822 2.58101
H 9.36670 4.73291 3.74312
H 6.28251 5.25595 4.29606
H 7.66013 6.29498 4.71932
H 7.40766 2.46958 6.12398
H 9.06115 3.16243 6.00194
C 1.01287 -1.08827 9.71946
C 1.73488 -2.43291 9.85569
C 2.79691 -2.07278 10.89653
O 2.12832 -1.17356 11.78901
C 1.04279 -0.50536 11.12519
H -0.01436 -1.15383 9.36084
H 1.53665 -0.38839 9.06835
H 2.16141 -2.79787 8.92137
H 1.15534 -3.27893 10.22512
H 3.60170 -1.58374 10.34766
H 3.07299 -2.92557 11.51674
H 1.03322 0.58311 11.18215
H 0.07362 -0.71182 11.57928
C 6.65262 -6.65840 6.06974
C 5.40480 -7.36205 5.71008
C 4.98832 -6.74614 4.39625
O 5.65584 -5.52037 4.34591
C 6.96754 -5.79883 4.84295
H 7.47504 -7.30880 6.36755
H 6.47098 -5.94128 6.87028
H 4.67938 -7.18778 6.50474
H 5.60228 -8.42909 5.60739
H 3.93625 -6.46283 4.36475
H 5.14180 -7.39957 3.53744
H 7.46100 -4.83717 4.98363
H 7.44656 -6.26969 3.98450
C -5.32198 6.36223 -6.26440
C -6.55083 6.13216 -5.48316
C -6.17517 5.96390 -4.03009
O -4.81009 5.58346 -4.14307
C -4.17497 6.06309 -5.30374
H -5.25122 7.39411 -6.60841
H -5.25572 5.70069 -7.12815
H -7.12309 5.26838 -5.82152
H -7.22980 6.97795 -5.59158
H -6.76401 5.17817 -3.55681
H -6.38333 6.90090 -3.51354
H -3.39955 5.47537 -5.79505
H -3.61414 6.96580 -5.06146
C 6.58561 -2.21761 -3.42332
C 5.58541 -2.89815 -4.25313
C 6.46396 -3.38483 -5.43411
O 7.31555 -2.23240 -5.64351
C 7.36798 -1.38602 -4.52012
H 7.20228 -2.97380 -2.93753
H 6.20847 -1.56783 -2.63359
H 4.88173 -2.11303 -4.52973
H 5.02840 -3.71249 -3.78980
H 5.85466 -3.73374 -6.26785
H 7.11429 -4.19516 -5.10463
H 6.90501 -0.43229 -4.77342
H 8.39272 -1.25355 -4.17303
C 0.73374 -1.21242 0.67853
C -0.71559 -1.07439 0.25304
C -1.12817 0.27385 0.79811
O -0.34283 0.49338 1.98689
C 0.64787 -0.53861 2.07861
H 1.28794 -0.49815 0.06961
H 1.14146 -2.21736 0.78783
H -1.40333 -1.82358 0.64526
H -0.80203 -1.21262 -0.82470
H -2.18686 0.29562 1.05654
H -0.95595 1.06029 0.06328
H 0.33901 -1.23132 2.86145
H 1.65569 -0.17313 2.27568
*
```